Record 1
The following is a DFT calculation (ωB97M-V/def2-TZVPD) of a gas-phase ion, C4H8NO (charge +1).

The geometry in XYZ format:
```
14
Properties=species:S:1:pos:R:3:forces:R:3
C 0.2438 1.3599 -0.2430 -3.4372 9.3477 -2.8810
C -0.8690 0.6773 0.4370 2.5387 0.2247 -1.8455
C -1.9093 -0.0651 -0.3267 -1.9719 -2.2203 -0.9800
C 1.7812 -0.5265 0.3504 -0.5816 0.3981 -2.2011
N 0.6170 0.2618 0.2225 -0.6300 -11.1438 5.6540
O 2.6110 0.3796 -0.2525 2.6785 -0.3243 -0.6067
H 0.7243 1.9848 -0.9494 -0.5085 0.5882 -0.8508
H -1.2835 0.9191 1.3777 0.6242 0.2960 1.7900
H -1.4446 -0.3015 -1.3180 -1.2716 0.4343 0.4474
H -2.9656 0.4472 -0.2877 2.3814 -0.4988 -0.5537
H -2.1489 -1.0944 0.1462 0.7125 1.6202 -0.3511
H 2.0072 -0.7472 1.3574 0.2630 -0.2528 1.8176
H 1.6985 -1.5952 -0.1371 -0.2345 1.5974 0.3172
H 3.5233 0.0799 -0.4301 -0.5630 -0.0666 0.2437
```
Positions in Å, forces in eV/Å.

Calculated values
**Charge**: +1
**Orbital gap (spin up / spin down)**: 9.07 / 6.67 eV
**Lowest unoccupied orbital energy (spin up / spin down)**: -0.10848 / -0.34508 Ha
**Spin multiplicity**: 3

=====

Record 2
The following is a DFT calculation (ωB97M-V/def2-TZVPD) of a molecular structure, C14H26CeN5.

The geometry in XYZ format:
```
46
Properties=species:S:1:pos:R:3:forces:R:3
C 1.1959 -0.6554 -2.2525 -3.9093 -1.0211 -2.5769
H 0.6428 -1.4392 -2.9151 0.8792 1.5474 0.7874
H 1.0273 0.4031 -2.5554 0.8124 -0.9123 0.0667
H -1.3720 -0.9730 -1.2270 -1.8317 0.5901 -1.6098
C 2.3386 -1.1838 -1.5742 0.5461 1.4140 3.4718
H 2.6141 -0.4345 -0.7413 0.1226 -0.7045 -0.6972
H 2.1977 -2.1281 -0.9857 -0.3377 0.1260 -0.6451
C 3.4227 -1.3022 -2.4961 3.4824 -0.1304 -2.2141
H 4.3035 -1.7171 -2.0448 0.5468 -0.2659 0.4116
H 3.1903 -1.9782 -3.3076 -0.2580 -0.1345 -0.2815
H 3.7817 -0.3608 -2.9680 -0.6463 -0.3723 0.4043
C -0.8178 1.2203 1.3692 -0.5500 0.4016 -0.3079
C 0.5909 1.4541 1.3334 1.2960 0.8248 -2.7153
C 0.9129 1.8876 -0.0206 0.5844 -0.2713 2.3077
C -0.3120 1.9205 -0.7864 -1.0938 0.8678 0.6281
C -1.3736 1.4809 0.0849 0.3374 0.0546 -0.7095
C -2.8167 1.3390 -0.2752 -1.1069 -0.1594 0.0214
C -0.4510 2.5274 -2.1666 -0.1679 -0.6032 0.5687
C 2.2792 2.3680 -0.4912 -0.8186 -1.0876 0.3312
C 1.5369 1.3701 2.4826 -0.0858 -0.4771 0.3270
C -1.5623 0.8898 2.6031 -0.5748 -0.8431 1.1466
Ce 0.0950 -0.6872 -0.3454 1.7418 0.6559 2.0846
H -1.4831 2.4781 -2.5019 0.0026 0.0049 -0.0626
H -0.1311 3.5746 -2.2159 0.0533 -0.1739 0.2870
H 0.1637 1.9704 -2.8695 0.0131 0.2370 -0.2852
H -2.9998 1.4293 -1.3626 0.1977 -0.1254 0.6037
H -3.2117 0.3453 0.0474 0.2094 0.7000 -0.2799
H -3.4584 2.1005 0.2170 0.4624 -0.3306 -0.1959
H -0.9880 0.2213 3.3039 -0.3315 0.6673 -0.7194
H -1.7837 1.8044 3.1946 0.1593 -0.3289 -0.3981
H -2.5434 0.3966 2.4198 0.6148 0.4324 -0.0776
H 2.5736 1.5023 2.1748 -0.1031 -0.0040 0.0296
H 1.2944 2.1583 3.2021 0.0723 -0.0983 0.0358
H 1.4658 0.4002 3.0200 0.0056 0.5266 -0.2310
H 2.7074 1.6552 -1.2087 0.0769 0.3696 0.0300
H 2.1869 3.3285 -0.9644 0.0536 0.4588 -0.2359
H 2.9396 2.4377 0.3669 0.1722 0.1229 -0.1173
N -2.1332 -3.2374 3.1060 -2.2658 -7.0770 -1.2955
N -2.1940 -3.0944 1.7612 3.4189 0.2934 -3.0831
N -2.4464 -4.1666 0.9072 -0.7506 2.0895 2.7902
C -1.8913 -3.7608 -0.1690 1.5992 -0.4815 -4.7231
N -1.1536 -2.6009 -0.0959 -2.1469 -2.4965 3.2164
N -1.3086 -2.2222 1.1966 -1.6603 -1.5632 -0.3197
H -2.1901 -2.4379 3.5672 -0.5758 4.5870 2.4182
H -2.9167 -3.9558 3.3543 1.8644 1.8095 -0.1799
H -1.9225 -4.3281 -1.1711 -0.1101 0.8806 1.9936
```
Positions in Å, forces in eV/Å.

Calculated values
**Charge**: +2
**Orbital gap (spin up / spin down)**: 8.04 / 5.58 eV
**Lowest unoccupied orbital energy (spin up / spin down)**: -0.26340 / -0.35204 Ha
**Spin multiplicity**: 2

=====

Record 3
The following is a DFT calculation (ωB97M-V/def2-TZVPD) of 2 unconnected molecules or ions with the total composition C4H12O2.

The geometry in XYZ format:
```
18
Properties=species:S:1:pos:R:3:forces:R:3
C 0.2248 -2.5798 2.8941 0.4558 0.1339 -1.1428
O 1.1369 -3.3242 2.0483 0.1730 -0.7443 0.9979
C 2.4349 -2.7290 1.8770 -1.1263 1.3444 0.1062
H -0.7823 -2.9987 2.7301 0.5432 0.0920 0.0206
H 0.2344 -1.5365 2.5361 -0.1920 -0.1228 0.2645
H 0.4347 -2.5821 3.9770 0.3573 -0.2610 -0.3906
H 2.2287 -1.9310 1.1440 0.7113 0.0876 0.1530
H 3.2478 -3.3640 1.4865 -0.9365 -0.3400 0.2322
H 2.7733 -2.2634 2.8180 0.0136 -0.1883 -0.2418
C -2.0472 2.4809 -1.4607 0.0527 -1.1960 0.2123
O -1.8905 3.0181 -2.7286 -0.9648 2.1567 -0.9020
C -0.6763 2.7953 -3.3742 0.7616 -1.1480 0.7663
H -2.9202 2.9108 -0.9415 0.3651 0.0102 -0.5010
H -1.1619 2.5931 -0.8125 -0.0872 0.1098 -0.2168
H -2.2295 1.4054 -1.6242 0.0211 -0.0206 0.6330
H -0.6508 1.7221 -3.6274 0.4464 0.1443 -0.1682
H 0.1293 3.0053 -2.6507 0.1500 -0.0815 -0.3651
H -0.4860 3.3778 -4.2914 -0.7441 0.0238 0.5424
```
Positions in Å, forces in eV/Å.

Calculated values
**Charge**: 0
**Orbital gap**: 10.51 eV
**SMILES string**: COC.COC
**Lowest unoccupied orbital energy**: 0.03003 Ha

=====

Record 4
The following is a DFT calculation (ωB97M-V/def2-TZVPD) of a molecular structure, C5H5O6Pt.

The geometry in XYZ format:
```
17
Properties=species:S:1:pos:R:3:forces:R:3
O -1.5009 0.4636 -0.1714 -3.5739 -1.3660 0.1601
C 1.0351 4.0893 0.2030 1.7880 2.7141 1.2303
C -1.6461 -0.7381 -0.4468 1.5690 -4.1388 3.1802
O 1.5939 4.9840 0.6442 -0.7936 -0.9573 -0.4195
O 0.5218 3.1608 -0.2882 2.2610 7.4383 0.7360
C -2.4775 -1.6164 0.3082 -1.3286 1.0175 -0.7565
Pt -0.0774 1.5519 -0.6350 -6.4104 -0.4625 -3.6089
H -2.7671 -2.5761 -0.1209 0.2286 0.1147 0.4105
H -2.8647 -1.2541 1.2614 -0.2525 -0.2000 -0.1900
C -0.3612 -1.6632 -0.7138 0.1719 0.9996 -2.6530
O 0.6878 -1.5579 0.2554 -0.5244 0.1982 0.1406
C 1.5103 -0.5486 0.2702 0.7089 -1.7805 1.7435
O 1.3479 0.5026 -0.3509 6.3202 -3.8414 0.1043
O 2.5076 -0.7689 1.0670 -0.4846 0.1014 -0.3427
H 0.0201 -1.3335 -1.6909 0.2908 -0.1911 0.0270
H -0.5504 -2.7342 -0.8116 -0.3352 0.3298 0.2557
H 3.0205 0.0388 1.2201 0.3646 0.0241 -0.0176
```
Positions in Å, forces in eV/Å.

Calculated values
**Charge**: +2
**Orbital gap (spin up / spin down)**: 9.22 / 8.18 eV
**Lowest unoccupied orbital energy (spin up / spin down)**: -0.31033 / -0.40704 Ha
**Spin multiplicity**: 4

=====

Record 5
The following is a DFT calculation (ωB97M-V/def2-TZVPD) of C4H4F2 in the gas phase.

The geometry in XYZ format:
```
10
Properties=species:S:1:pos:R:3:forces:R:3
C -0.6133 0.8997 -0.1387 -0.2022 0.5276 0.1419
C 0.6078 -0.8109 0.4137 0.4075 -0.2945 0.3962
C 0.9126 0.7290 0.2317 -3.0602 -2.1036 0.2753
C -0.8993 -0.4456 0.6076 2.9223 1.7498 -1.1030
F 1.3282 1.3787 1.3210 -0.0492 0.0067 0.1583
F -1.3401 -0.3535 1.8612 0.0536 0.1006 0.1936
H -1.1221 1.7872 0.2363 -0.0060 0.0379 -0.0503
H -0.7480 0.7909 -1.2099 -0.0811 0.0274 -0.0050
H 0.7623 -1.3371 -0.5227 0.0087 -0.0429 0.0059
H 1.1077 -1.3266 1.2339 0.0066 -0.0090 -0.0129
```
Positions in Å, forces in eV/Å.

Calculated values
**Charge**: 0
**Orbital gap (spin up / spin down)**: 8.96 / 8.86 eV
**Lowest unoccupied orbital energy (spin up / spin down)**: -0.00047 / -0.00210 Ha

=====

Record 6
The following is a DFT calculation (ωB97M-V/def2-TZVPD) of a molecular structure, C9H10IN3NdO3.

The geometry in XYZ format:
```
27
Properties=species:S:1:pos:R:3:forces:R:3
Nd -0.7845 1.6736 0.0783 -1.7591 2.3102 2.5930
N -1.9287 0.1659 -1.6380 7.6038 -4.3771 -6.6638
C -2.2767 -0.9258 -0.6329 3.4994 -8.0921 -11.2979
C -2.3282 -0.1700 0.3873 -1.2167 6.4194 14.6956
O -3.1793 1.2388 -0.0055 3.6053 -3.3385 3.2228
N -1.8989 -0.7544 1.7439 0.5226 3.7896 -5.5835
C -1.3165 -0.0178 2.7772 -3.2989 -3.8922 6.7058
C -0.5948 1.2847 2.8340 -2.4120 1.4051 -8.1523
O 0.4551 1.2358 2.0943 2.1181 -0.9466 1.6572
O -1.3623 2.2074 2.4222 -1.0257 1.7207 1.8185
H -2.4229 0.8179 -1.2408 -4.6789 5.8850 0.1381
H -1.1375 0.3058 -2.6289 -3.9135 -1.4746 4.1597
H -1.2694 -1.6594 -0.8261 -3.1034 1.3109 1.3959
H -3.2149 -1.4270 -0.8813 0.1083 -0.3097 -0.4256
H -0.8120 -0.7015 3.6680 -1.6896 0.9883 -2.6777
H -3.0116 0.1733 3.3421 3.1749 -0.2249 -0.4656
I 4.5787 -1.4247 1.4881 -1.8129 1.0043 -2.0482
C 3.1235 -0.5974 -0.1039 -0.4477 -4.6619 -2.3521
C 3.1624 -1.0281 -1.5370 7.8319 -5.6113 6.4059
C 2.5273 -0.3471 -2.4046 -8.2606 1.1209 -6.1375
C 1.2876 0.2821 -2.0561 2.3970 5.4018 5.7273
N 1.2657 0.8560 -0.5010 -0.0022 -6.5928 -5.9064
C 1.8509 -0.1164 0.2665 5.4200 6.8728 2.2414
H 3.9980 -2.0617 -1.8602 -2.5508 3.8294 0.9261
H 2.3202 -0.7410 -3.4476 1.4879 0.5840 0.7616
H 0.7671 1.1600 -2.4570 0.2493 -1.0534 -1.5942
H 2.2017 0.5710 1.1192 -1.8462 -2.0671 0.8557
```
Positions in Å, forces in eV/Å.

Calculated values
**Charge**: +1
**Orbital gap (spin up / spin down)**: 5.97 / 5.90 eV
**Lowest unoccupied orbital energy (spin up / spin down)**: -0.20734 / -0.20711 Ha
**Spin multiplicity**: 4

=====

Question: Which value of charge does entry 5 give?
Answer: 0

=====

Question: Which formula does entry 5 have?
Answer: C4H4F2